#i
C12H15N | ωB97M-V with the def2-TZVPD basis set

CARTESIAN COORDINATES (ANGSTROEM)
C: 3.570 -0.216 -0.308
C: 3.227 1.154 -0.341
C: 1.933 1.653 -0.026
C: 1.012 0.747 0.366
C: 1.248 -0.629 0.243
C: 2.544 -1.135 0.004
C: -0.040 -1.346 0.442
C: -1.102 -1.440 -0.650
C: -2.415 -0.448 -0.649
C: -2.354 1.116 -0.636
N: -1.588 1.718 0.492
C: -0.497 0.806 0.650
C: -0.638 -0.492 1.563
H: 4.557 -0.617 -0.466
H: 3.962 1.904 -0.614
H: 1.738 2.736 -0.076
H: 2.848 -2.153 0.109
H: 0.223 -2.314 0.768
H: -0.641 -1.245 -1.664
H: -1.695 -2.358 -0.735
H: -3.027 -0.689 -1.575
H: -3.096 -0.878 0.128
H: -3.389 1.506 -0.590
H: -1.936 1.486 -1.610
H: -2.105 1.705 1.361
H: -0.534 0.579 -0.433
H: -1.670 -0.735 1.739
H: -0.134 -0.414 2.507

* gap between HOMO and LUMO: 9.06 eV
* SMILES: c1ccc2c(c1)[C@@H]1CCCN[C@@H]2C1
* charge: 0

=====

#ii
C12H15N | ωB97M-V with the def2-TZVPD basis set

CARTESIAN COORDINATES (ANGSTROEM)
C: 0.413 -1.771 -2.828
C: 1.306 -0.740 -2.927
C: 1.589 0.294 -1.873
C: 1.066 0.186 -0.623
C: 0.340 -1.038 -0.469
C: 0.078 -1.961 -1.387
C: -0.332 -1.205 1.005
C: -1.782 -0.506 1.217
C: -1.775 0.839 2.108
C: -1.083 2.145 1.540
N: 0.302 2.275 0.926
C: 0.418 0.972 0.417
C: 0.452 -0.123 1.560
H: 0.137 -2.537 -3.789
H: 1.566 -0.810 -4.026
H: 2.476 0.936 -2.197
H: -0.554 -2.930 -1.287
H: -0.061 -2.182 1.356
H: -2.580 -0.300 0.348
H: -2.379 -1.205 1.814
H: -2.667 1.508 2.226
H: -1.610 0.440 3.034
H: -1.022 2.879 2.504
H: -1.895 2.632 0.969
H: 0.958 2.364 1.808
H: -0.565 0.679 0.052
H: 0.246 0.390 2.460
H: 1.700 -0.350 1.809

* gap between HOMO and LUMO: 9.38 eV
* SMILES: c1ccc2c(c1)[C@@H]1CCCN[C@@H]2C1
* charge: 0

=====

The relative energies come out as #i 0.0; #ii 403.8, with values in kJ/mol.

=====

#i
C3H7NS | ωB97M-V with the def2-TZVPD basis set

CARTESIAN COORDINATES (ANGSTROEM)
C: -2.237 -0.486 -0.099
C: -0.860 -1.046 0.080
N: 0.171 -0.345 -0.243
S: 1.779 -0.863 -0.034
C: 2.779 0.663 0.293
H: -2.328 -0.314 -1.089
H: -3.080 -1.178 0.257
H: -2.078 0.470 0.407
H: -0.665 -1.969 0.544
H: 2.315 1.511 -0.178
H: 3.786 0.435 -0.132
H: 3.168 0.732 1.293

* gap between HOMO and LUMO: 9.27 eV
* SMILES: C/C=N/SC
* charge: 0

=====

#ii
C3H7NS | ωB97M-V with the def2-TZVPD basis set

CARTESIAN COORDINATES (ANGSTROEM)
N: -0.578 1.249 1.296
C: -0.770 -0.051 0.567
C: -0.519 -0.071 -1.140
C: 0.244 -0.828 -0.002
S: 2.005 -0.421 0.164
H: 0.274 1.156 1.890
H: -0.262 1.909 0.559
H: -1.641 -0.619 0.881
H: -1.376 -0.461 -1.663
H: -0.007 0.772 -1.539
H: 0.292 -1.911 0.060
H: 2.340 -0.724 -1.073

* gap between HOMO and LUMO: 9.79 eV
* SMILES: N[C@H]1C[C@H]1S
* charge: 0

=====

The relative energies come out as #i 0.0; #ii 30.2, with values in kJ/mol.

=====

#i
C3H7NS | ωB97M-V with the def2-TZVPD basis set

CARTESIAN COORDINATES (ANGSTROEM)
C: -1.847 -1.862 -0.728
N: -0.718 -1.445 0.030
S: 0.732 -1.814 -0.364
H: -2.472 -0.983 -0.895
H: -1.608 -2.346 -1.680
H: -2.425 -2.555 -0.110
C: 1.180 1.341 1.009
C: 1.595 2.326 0.239
H: 1.875 0.719 1.550
H: 0.136 1.113 1.137
H: 0.910 2.957 -0.302
H: 2.642 2.549 0.114

* gap between HOMO and LUMO: 7.36 eV
* SMILES: CN=S.C=C
* charge: 0

=====

#ii
C3H7NS | ωB97M-V with the def2-TZVPD basis set

CARTESIAN COORDINATES (ANGSTROEM)
C: 1.010 -1.177 -0.777
C: 1.701 -0.357 0.014
N: 1.344 1.005 0.209
C: 0.324 1.335 0.802
H: 1.456 -2.066 -1.162
H: -0.001 -0.946 -0.989
H: 2.704 -0.351 0.171
H: -0.045 2.257 1.095
H: -0.407 0.514 1.211
S: -2.672 -0.749 -0.154
H: -2.587 0.327 0.739
H: -2.826 0.209 -1.159

* gap between HOMO and LUMO: 9.74 eV
* SMILES: C=CN=C.S
* charge: 0

=====

#iii
C3H7NS | ωB97M-V with the def2-TZVPD basis set

CARTESIAN COORDINATES (ANGSTROEM)
C: -2.734 -0.388 -0.117
N: -1.614 0.520 -0.145
C: -0.448 -0.093 0.319
C: 0.888 0.645 0.033
S: 2.254 -0.257 -0.090
H: -3.798 -0.032 -0.344
H: -2.581 -1.314 -0.732
H: -2.833 -0.747 0.930
H: -1.871 1.452 -0.016
H: -0.376 -0.676 1.308
H: -0.411 -0.954 -0.279
H: 0.870 1.765 0.173

* gap between HOMO and LUMO: 8.29 eV
* SMILES: CNCC=S
* charge: 0

=====

#iv
C3H7NS | ωB97M-V with the def2-TZVPD basis set

CARTESIAN COORDINATES (ANGSTROEM)
C: 2.162 -0.582 0.024
C: 0.792 -0.024 0.057
C: 0.415 1.529 0.008
H: 2.064 -1.596 -0.345
H: 2.812 -0.098 -0.890
H: 3.026 -0.452 0.746
H: -0.659 1.522 -0.759
H: 0.230 1.904 1.217
H: 1.351 1.971 -0.632
H: -2.146 -1.447 -0.074
N: -0.173 -0.818 0.057
S: -1.605 -0.101 -0.013

* gap between HOMO and LUMO: 9.56 eV
* charge: 0

=====

The relative energies come out as #i 70.4; #ii 41.9; #iii 0.0; #iv 134.3, with values in kJ/mol.